(1)
{"formula": "C19H34BeBr4Cl3F3KMgNO6P", "method": "wB97M-V/def2-TZVPD", "species": ["C", "C", "O", "C", "P", "C", "C", "C", "Br", "C", "C", "C", "F", "Br", "C", "F", "F", "Br", "H", "H", "H", "H", "H", "H", "H", "H", "H", "H", "H", "H", "H", "H", "H", "H", "H", "Cl", "Be", "Br", "C", "C", "N", "H", "H", "H", "Mg", "C", "O", "C", "C", "O", "C", "H", "H", "H", "H", "H", "H", "H", "H", "H", "H", "Cl", "Cl", "C", "C", "O", "C", "O", "O", "H", "H", "H", "H", "K"], "positions_angstrom": [[-4.449, -3.485, 0.333], [-3.297, -3.263, -0.732], [-3.222, -4.482, -1.509], [-1.856, -3.031, -0.092], [-1.670, -1.325, 0.774], [0.034, -1.430, 1.567], [0.445, -0.111, 2.374], [1.993, -0.148, 2.839], [2.524, -1.896, 3.687], [-1.751, 0.080, -0.500], [-0.353, 0.403, -1.227], [-0.136, -0.460, -2.533], [-1.232, -1.352, -2.781], [-0.163, 0.800, -4.097], [1.253, -1.250, -2.620], [2.105, -0.722, -3.570], [1.916, -1.393, -1.415], [0.830, -3.121, -3.219], [-4.197, -3.141, 1.376], [-5.393, -2.972, -0.036], [-4.651, -4.600, 0.399], [-3.552, -2.369, -1.423], [-3.429, -4.286, -2.439], [-1.731, -3.854, 0.688], [-1.020, -3.151, -0.839], [0.811, -1.771, 0.823], [-0.057, -2.323, 2.368], [0.268, 0.764, 1.676], [-0.181, -0.056, 3.317], [2.704, 0.032, 1.983], [2.157, 0.664, 3.652], [-2.014, 1.025, 0.080], [-2.603, -0.056, -1.261], [-0.441, 1.487, -1.565], [0.488, 0.385, -0.482], [4.548, 0.018, 3.673], [-6.571, -1.262, -0.269], [0.618, -3.914, 2.690], [-0.392, -0.701, 6.788], [0.629, -1.238, 5.848], [1.429, -1.679, 5.112], [0.069, -0.485, 7.753], [-0.820, 0.217, 6.380], [-1.187, -1.435, 6.927], [-3.914, -0.587, -1.903], [2.853, 5.433, 2.782], [2.270, 6.267, 1.743], [2.183, 5.708, 0.429], [0.758, 5.247, 0.066], [0.280, 4.177, 0.849], [-0.564, 4.622, 1.899], [2.562, 5.874, 3.740], [2.570, 4.347, 2.807], [3.943, 5.486, 2.688], [2.921, 4.908, 0.311], [2.440, 6.509, -0.272], [0.772, 4.891, -0.970], [0.058, 6.088, 0.124], [-1.565, 4.833, 1.502], [-0.173, 5.512, 2.395], [-0.637, 3.819, 2.635], [3.782, -3.990, 4.324], [2.460, 2.511, 2.829], [1.157, -2.938, -7.015], [0.871, -1.479, -6.836], [0.174, -1.139, -8.028], [-0.379, -2.286, -8.510], [-1.166, -2.328, -9.403], [0.081, -3.376, -7.837], [1.169, -3.474, -6.068], [2.100, -3.119, -7.540], [0.222, -1.284, -5.977], [1.781, -0.886, -6.735], [2.536, 1.540, 5.471]], "atomic_forces_ev_per_a": [[0.3, -0.3, 0.0], [0.9, -1.2, 1.2], [-0.3, 1.6, -0.3], [0.0, 0.2, -0.3], [-0.7, -1.2, 1.4], [-0.3, 1.7, -0.9], [0.6, -1.1, -0.4], [-2.9, 1.6, 0.1], [3.0, 0.8, -0.7], [2.2, 0.6, 0.3], [-1.4, 1.0, -0.6], [0.3, 1.0, -0.4], [1.1, 1.2, 0.8], [-0.4, -0.6, 0.8], [0.5, -1.7, -0.6], [-1.1, -0.6, 2.1], [-1.1, 1.0, -1.8], [0.6, 0.8, 0.3], [-0.2, 0.0, -1.2], [0.9, -0.8, 0.5], [0.3, 1.4, -0.3], [0.2, -1.2, 0.4], [0.2, -0.3, 0.4], [0.0, 1.3, -0.7], [-1.1, -0.2, 0.5], [-0.7, 0.4, 0.9], [-0.4, 1.0, -1.2], [0.4, -0.5, 1.4], [0.3, 0.2, -1.2], [-0.7, -0.6, 1.3], [-0.3, -2.3, -2.8], [0.1, -1.3, -0.7], [2.9, 1.1, 1.5], [0.4, -1.4, 0.4], [-0.8, -0.4, -0.9], [1.3, 0.0, 0.4], [0.4, 0.4, -0.4], [-0.5, -2.6, 0.4], [0.6, -0.4, -0.3], [1.3, -0.9, -1.1], [-4.0, 1.2, 2.2], [0.0, -0.1, -0.1], [0.1, -0.1, -0.1], [0.1, 0.0, -0.1], [-2.6, -0.5, -0.9], [0.0, 0.4, -0.5], [-0.3, -0.6, 0.1], [-0.2, 0.1, 0.7], [0.6, 0.0, -0.2], [-0.2, 0.0, 0.4], [0.0, -0.3, -0.1], [0.0, 0.2, -0.1], [0.0, 1.9, -0.5], [0.1, 0.0, 0.1], [-0.2, -0.1, 0.0], [0.0, 0.0, 0.0], [0.1, 0.1, 0.0], [0.1, 0.1, 0.0], [0.0, 0.1, 0.1], [0.1, 0.0, 0.0], [0.1, 0.0, -0.1], [0.0, -0.5, 0.3], [-0.5, -0.3, -0.1], [0.5, -0.5, 0.2], [0.3, 0.5, 0.4], [-0.1, -0.4, -0.1], [-0.5, -0.1, -0.7], [0.3, 0.0, 0.4], [-0.2, 0.4, -0.1], [-0.1, -0.1, -0.2], [-0.1, 0.0, 0.0], [0.0, -0.1, -0.1], [-0.1, 0.1, -0.1], [0.9, 0.5, 0.7]], "mulliken_charge": [-0.730, 1.938, -0.523, -0.685, -0.186, -0.656, 0.438, -1.307, 0.560, -0.326, -1.016, 0.411, -0.072, -0.027, 0.643, -0.173, -0.168, -0.125, 0.325, -0.178, 0.380, -1.219, 0.348, 0.531, -0.040, 0.747, 0.223, 0.146, -0.033, 1.002, -0.381, 0.595, -0.207, 0.396, 0.241, -0.465, 0.310, -0.417, -1.038, 0.754, -0.196, 0.379, 0.317, 0.327, 0.560, -0.292, -0.406, -0.499, -0.552, -0.065, -0.797, 0.290, -0.315, 0.342, 0.257, 0.392, 0.277, 0.410, 0.311, 0.375, 0.100, -0.539, -0.550, -0.148, 0.204, -0.355, 0.586, -0.510, -0.349, 0.084, 0.265, -0.177, 0.346, 0.914], "e_homo_ev": -9.2, "total_energy_ha": -14382.00516, "max_force_ev_per_a": 4.731, "total_charge": 1}



(2)
{"formula": "C19H34F6GaNO4SSi3", "method": "wB97M-V/def2-TZVPD", "species": ["Ga", "C", "Si", "C", "C", "C", "Si", "C", "C", "C", "Si", "C", "C", "C", "C", "C", "C", "C", "N", "H", "H", "H", "H", "H", "H", "H", "H", "H", "H", "H", "H", "H", "H", "H", "H", "H", "H", "H", "H", "H", "H", "H", "H", "H", "H", "H", "H", "C", "S", "O", "O", "O", "H", "H", "H", "C", "C", "O", "C", "F", "F", "F", "C", "F", "F", "F", "H", "H", "H"], "positions_angstrom": [[0.355, 0.184, -0.796], [2.579, -2.231, 0.989], [1.830, -0.594, 1.744], [1.969, -0.950, 3.612], [2.962, 0.859, 1.559], [0.093, -0.362, 0.950], [-0.950, -2.000, 1.200], [-2.814, -1.775, 1.518], [-0.858, -3.219, -0.193], [-0.454, -2.940, 2.781], [-0.839, 1.122, 1.737], [-2.642, 1.473, 1.273], [-0.792, 1.146, 3.588], [0.044, 2.560, 0.859], [0.064, 3.877, 1.293], [0.629, 4.853, 0.467], [1.245, 4.508, -0.729], [1.185, 3.207, -1.096], [0.604, 2.244, -0.350], [2.452, -2.945, 1.755], [3.604, -2.042, 0.804], [2.091, -2.540, 0.049], [2.490, -0.144, 4.116], [2.617, -1.818, 3.815], [1.021, -1.135, 4.053], [3.869, 0.617, 2.151], [2.613, 1.834, 1.936], [3.300, 1.053, 0.543], [-3.354, -1.277, 0.730], [-3.037, -1.296, 2.517], [-3.201, -2.797, 1.521], [-1.436, -2.840, -1.036], [-1.339, -4.133, 0.181], [0.165, -3.411, -0.518], [-0.800, -2.542, 3.739], [0.612, -3.083, 2.867], [-0.824, -3.948, 2.628], [-3.344, 1.141, 2.059], [-2.938, 1.001, 0.361], [-2.786, 2.565, 1.084], [-1.181, 0.171, 3.952], [-1.423, 1.943, 3.938], [0.221, 1.302, 3.935], [-0.378, 4.290, 2.209], [0.722, 5.871, 0.861], [1.784, 5.255, -1.338], [1.785, 2.760, -1.908], [3.567, -2.043, -2.478], [2.129, -1.086, -2.913], [2.297, -0.393, -4.154], [1.043, -2.049, -2.751], [2.030, -0.060, -1.733], [3.768, -2.702, -3.276], [3.213, -2.605, -1.578], [4.434, -1.419, -2.299], [-1.187, 0.098, -4.364], [-1.794, 0.386, -3.013], [-1.098, 0.019, -1.826], [-2.195, 1.914, -2.933], [-2.913, 2.295, -4.009], [-1.051, 2.629, -2.804], [-2.970, 2.262, -1.821], [-3.111, -0.524, -2.885], [-4.060, -0.304, -3.882], [-2.729, -1.841, -2.933], [-3.759, -0.337, -1.694], [-0.259, 0.630, -4.480], [-1.945, 0.278, -5.108], [-0.924, -0.958, -4.472]], "atomic_forces_ev_per_a": [[1.0, 0.9, -2.0], [-1.5, 1.9, -0.8], [-0.2, -1.5, 0.0], [0.7, 0.0, -0.5], [0.9, 0.7, -0.1], [-0.8, -0.9, 3.0], [-0.2, 0.5, 0.8], [0.4, 0.4, 0.8], [0.0, 0.2, 0.0], [0.3, 0.2, -0.4], [-0.3, -0.7, -0.8], [0.0, 0.5, 0.5], [0.3, -0.6, -0.2], [0.1, -0.1, -0.4], [0.0, 1.3, -0.6], [0.5, 0.2, 0.7], [0.0, 1.5, 0.1], [1.0, -2.6, -0.5], [-0.3, 0.6, 0.8], [0.0, -1.1, 0.6], [1.3, 0.0, -0.2], [0.1, 0.1, 0.5], [-0.2, 0.5, 0.2], [-0.3, 0.0, -0.3], [-0.7, -0.1, 0.7], [-0.4, 0.1, -0.3], [-0.2, -0.4, 0.1], [0.0, -0.1, -0.2], [-0.2, 0.4, -0.2], [0.1, -0.5, -1.1], [0.0, -0.1, 0.3], [0.1, -0.1, -0.1], [0.2, 0.0, -0.2], [-0.1, -0.2, -0.1], [-0.2, 0.0, -0.2], [0.4, 0.1, 0.1], [-0.5, -0.2, 0.2], [0.3, 0.2, -0.3], [-0.1, -0.4, -0.6], [0.1, -0.7, 0.4], [0.2, 0.6, -0.1], [-0.3, 0.3, 0.3], [0.2, -0.1, 0.4], [0.1, -0.9, -0.2], [-0.2, -0.3, -0.4], [-0.4, -0.6, 0.4], [-0.6, 0.7, 0.0], [-0.8, 0.6, 1.4], [-0.7, -0.6, 1.4], [0.0, 0.0, 0.0], [0.4, 0.8, -0.5], [-0.3, -0.3, -0.5], [0.1, -0.8, -1.0], [0.8, 0.5, -0.8], [0.0, 0.1, 0.2], [0.3, -0.9, 0.4], [-1.3, -0.7, 2.0], [-1.2, 0.7, -2.0], [-0.7, -0.4, 1.3], [0.8, 0.1, 0.6], [-0.8, 0.0, -0.6], [1.1, -0.7, -1.5], [-0.4, -0.1, 0.1], [1.5, -0.4, 1.3], [-0.7, 1.5, -0.1], [0.6, -0.2, -1.3], [0.2, 0.5, -0.4], [0.0, 0.5, -0.5], [-0.1, 0.1, 0.4]], "mulliken_charge": [-4.239, -0.570, 1.006, -1.495, -1.320, 2.271, 0.783, -1.117, -0.825, -1.310, 0.353, -0.965, -1.191, 0.259, -0.822, -0.352, -1.023, -0.115, 0.491, 0.565, 0.515, -0.640, 0.470, 0.376, 0.358, 0.507, 0.274, 0.241, 0.261, 0.228, 0.436, 0.053, 0.489, 0.203, 0.288, 0.324, 0.423, 0.436, -0.002, 0.405, 0.250, 0.471, 0.324, 0.400, 0.387, 0.423, 0.491, -1.021, 1.321, -0.653, -0.594, -0.504, 0.441, 0.273, 0.317, -2.084, 0.963, 1.761, 0.636, -0.279, -0.198, -0.260, 0.490, -0.290, -0.250, -0.230, 0.489, 0.503, 0.396], "e_homo_ev": -9.8, "total_energy_ha": -4890.96005, "max_force_ev_per_a": 3.239, "total_charge": 0}



| no. | Kohn-Sham gap (eV) | M (g mol⁻¹) |
| --- | --- | --- |
| 1 | 1.977 | 958.84 |
| 2 | 9.484 | 640.52 |